[1]
Formula: C37H39N3O4SSiW
Source: the OMol25 dataset
Level of theory: wB97M-V/def2-TZVPD

Structure (XYZ):
```
86
Properties=species:S:1:pos:R:3:mulliken_charge:R:1
W -0.2573 0.6473 -0.4814 0.952
O 1.7828 0.0709 -0.3607 -0.353
C 2.2308 -0.2847 1.0417 2.903
C 0.9302 -0.7151 1.7540 -1.042
O 0.9139 -1.0556 2.8924 -0.526
O -0.1638 -0.6264 0.9741 -0.565
C 2.7984 0.9540 1.7127 -0.136
C 2.8775 2.1910 1.0851 0.276
C 3.4613 3.2702 1.7427 -0.931
C 3.9399 3.1242 3.0316 -0.661
C 3.8471 1.8896 3.6662 -0.939
C 3.2907 0.8075 3.0106 -0.457
C 3.2196 -1.4165 0.9068 -0.006
C 4.5384 -1.1150 0.5699 -0.319
C 5.4548 -2.1327 0.3575 -0.883
C 5.0631 -3.4569 0.5009 -0.610
C 3.7546 -3.7594 0.8514 -0.806
C 2.8308 -2.7441 1.0478 -0.621
H 2.5642 0.3896 -0.8397 0.471
H 2.4986 2.3460 0.0819 0.120
H 3.5485 4.2215 1.2339 0.605
H 4.3943 3.9634 3.5406 0.456
H 4.2252 1.7676 4.6721 0.474
H 3.2373 -0.1551 3.5013 0.499
H 4.8625 -0.0824 0.5007 0.426
H 6.4775 -1.8921 0.1015 0.458
H 5.7817 -4.2523 0.3563 0.440
H 3.4577 -4.7911 0.9895 0.474
H 1.8196 -2.9991 1.3418 0.744
C -2.7567 4.0631 0.8574 -1.230
Si -0.9455 3.6313 0.9896 0.439
C -0.6934 2.5332 2.4820 -0.744
C 0.1561 5.1190 0.9413 -0.919
N -0.3909 2.5610 -0.3837 0.924
C -0.4322 2.8582 -1.7705 0.611
C -1.3320 3.8139 -2.2825 -0.816
C -1.4602 3.9804 -3.6409 -0.823
C -0.7451 3.1791 -4.5355 -0.674
C 0.1302 2.2353 -4.0578 -1.241
C 0.3141 2.0913 -2.6739 0.680
H -3.0664 4.4482 1.8333 0.472
H -3.3757 3.1855 0.6529 0.262
H -3.0010 4.8313 0.1248 0.485
H -1.6353 2.3747 3.0117 0.433
H 0.0092 2.9727 3.1928 0.411
H -0.2972 1.5470 2.2337 -0.007
H -0.1533 5.8388 1.7027 0.392
H 0.1203 5.6300 -0.0232 0.347
H 1.1900 4.8386 1.1446 0.118
H -1.9165 4.4176 -1.6054 0.233
H -2.1303 4.7409 -4.0202 0.473
H -0.8577 3.3261 -5.6009 0.454
H 0.7237 1.6416 -4.7397 0.521
H 1.1265 1.4437 -2.3502 0.523
C -1.5776 -6.6841 1.3709 -1.524
C -1.1970 -5.5532 0.4618 0.827
C -2.1384 -4.5770 0.1110 -0.943
C -1.8010 -3.5241 -0.7136 -0.558
C -0.4945 -3.4366 -1.1853 0.882
C 0.4648 -4.3806 -0.8458 -0.563
C 0.0999 -5.4420 -0.0317 -0.726
S 0.0102 -2.1533 -2.2667 0.214
C -0.8530 -2.5884 -3.7648 -1.225
O -0.7958 -0.8841 -1.8377 -0.551
H -2.6406 -6.9079 1.3019 0.404
H -1.3605 -6.4188 2.4077 0.311
H -1.0158 -7.5862 1.1350 0.405
H -3.1507 -4.6614 0.4859 0.429
H -2.5368 -2.7757 -0.9837 0.437
H 1.4801 -4.2911 -1.2140 0.480
H 0.8350 -6.1949 0.2238 0.418
H -1.9155 -2.6829 -3.5488 0.367
H -0.4413 -3.5397 -4.1017 0.444
H -0.6637 -1.8118 -4.5030 0.454
N -7.7447 -0.0481 -0.2386 -0.361
C -6.6076 0.1032 -0.2669 -0.421
C -5.1825 0.2885 -0.2961 0.557
C -4.4147 -0.0441 0.8131 -0.961
C -3.0456 0.1246 0.7403 -0.454
N -2.4482 0.6135 -0.3563 1.270
C -3.1927 0.9555 -1.4196 -0.422
C -4.5617 0.7942 -1.4338 -0.876
H -4.8638 -0.4341 1.7148 0.607
H -2.4028 -0.1452 1.5664 0.437
H -2.6719 1.3533 -2.2804 0.310
H -5.1322 1.0665 -2.3099 0.567
```

- ΔE to the lowest compared entry with this formula, charge and spin: 2.60 kcal per mole
- Lowest unoccupied orbital energy (spin up / spin down): -0.229 / -0.231 Ha
- Molar mass: 833.73 g mol⁻¹
- Strongest force on any atom: 1.4 eV Å⁻¹
- DFT total energy: -2652.89539 hartree
- HOMO (spin up / spin down): -13.43 / -14.07 eV
- Frontier orbital gap (spin up / spin down): 7.20 / 7.79 eV
- Total charge: +2
- 2S+1: 3

[2]
Formula: C37H40AsNO3SZr
Source: the OMol25 dataset
Level of theory: wB97M-V/def2-TZVPD

Structure (XYZ):
```
84
Properties=species:S:1:pos:R:3:mulliken_charge:R:1
Zr 0.6102 -0.3305 0.9704 0.101
C 0.7238 2.0417 3.6350 -1.148
C -0.3876 1.2754 4.2935 1.062
C -0.7845 1.5887 5.5850 -0.849
C -1.7841 0.8714 6.2251 -0.757
C -2.4000 -0.1774 5.5580 -0.721
C -2.0360 -0.5236 4.2655 0.675
C -2.7226 -1.6478 3.5440 -0.915
C -1.0086 0.1965 3.6183 0.206
N -0.6260 -0.1387 2.3563 -0.307
H 0.8526 3.0205 4.0988 0.417
H 0.5275 2.2117 2.5730 -0.054
H 1.6815 1.5144 3.7136 0.256
H -0.2981 2.4118 6.0967 0.397
H -2.0797 1.1267 7.2343 0.382
H -3.1817 -0.7451 6.0510 0.400
H -3.1625 -2.3526 4.2499 0.477
H -2.0183 -2.1762 2.8996 -0.127
H -3.5222 -1.2712 2.8997 0.151
C 1.9397 -2.6426 -1.4045 -1.068
C 1.0753 -3.3982 -0.3965 0.965
C -0.2353 -3.8327 -1.0480 -1.351
C 0.8123 -2.5799 0.8754 -1.432
H 2.2129 -3.2753 -2.2524 0.575
H 2.8639 -2.2844 -0.9451 0.015
H 1.4083 -1.7684 -1.7953 0.127
H 1.6153 -4.3165 -0.1259 0.323
H -0.8379 -2.9568 -1.3130 0.097
H -0.8290 -4.4463 -0.3679 0.397
H -0.0601 -4.4090 -1.9591 0.487
H 1.7101 -2.6206 1.5265 0.753
H 0.0184 -3.0485 1.4672 0.490
C 8.0378 -0.2658 -2.7871 -1.440
C 6.7486 0.0321 -2.0766 0.987
C 6.2498 -0.8296 -1.1063 -0.965
C 5.0720 -0.5430 -0.4333 -0.273
C 4.3912 0.6226 -0.7364 -0.125
C 4.8695 1.5041 -1.6958 -0.669
C 6.0403 1.1997 -2.3635 -0.821
S 2.8909 1.0233 0.0860 2.022
O 1.7461 0.6771 -0.7951 -0.417
O 2.9235 2.3990 0.4820 -0.689
O 2.7526 0.0650 1.2282 -0.811
H 8.3245 -1.3090 -2.6661 0.359
H 8.8447 0.3523 -2.3887 0.297
H 7.9570 -0.0521 -3.8527 0.370
H 6.7886 -1.7384 -0.8707 0.337
H 4.6876 -1.2101 0.3260 0.520
H 4.3303 2.4178 -1.9063 0.455
H 6.4181 1.8805 -3.1158 0.376
C -2.2969 0.1384 -5.6001 -0.501
C -1.6261 -0.9276 -5.0219 -0.695
C -1.3575 -0.9216 -3.6606 -0.349
C -1.7641 0.1485 -2.8715 0.499
C -2.4345 1.2177 -3.4563 -0.182
C -2.6989 1.2118 -4.8163 -0.758
As -1.4752 0.0442 -0.9484 1.670
C -3.2353 -0.4776 -0.3217 0.428
C -4.3412 0.3605 -0.4318 -0.012
C -5.5913 -0.0846 -0.0333 -0.749
C -5.7454 -1.3732 0.4600 -0.517
C -4.6478 -2.2121 0.5671 -0.533
C -3.3919 -1.7635 0.1825 -0.510
C -1.3987 1.9166 -0.4290 0.563
C -2.0035 2.3312 0.7560 -0.772
C -1.8479 3.6388 1.1911 -0.629
C -1.0796 4.5302 0.4564 -0.565
C -0.4682 4.1175 -0.7189 -0.767
C -0.6223 2.8122 -1.1606 -0.705
H -2.5056 0.1357 -6.6618 0.390
H -1.3066 -1.7644 -5.6289 0.429
H -0.8234 -1.7549 -3.2156 0.183
H -2.7502 2.0606 -2.8512 0.320
H -3.2211 2.0465 -5.2648 0.410
H -4.2265 1.3670 -0.8162 0.321
H -6.4469 0.5740 -0.1074 0.426
H -6.7236 -1.7198 0.7669 0.383
H -4.7632 -3.2115 0.9657 0.432
H -2.5282 -2.4061 0.2999 0.200
H -2.5837 1.6318 1.3454 0.253
H -2.3164 3.9494 2.1160 0.473
H -0.9457 5.5455 0.8058 0.400
H 0.1411 4.8086 -1.2859 0.428
H -0.1242 2.4883 -2.0676 0.496
```

- ΔE to the lowest compared entry with this formula, charge and spin: 16.56 kcal per mole
- Lowest unoccupied orbital energy: 0.018 Ha
- Molar mass: 744.94 g mol⁻¹
- Strongest force on any atom: 1.8 eV Å⁻¹
- DFT total energy: -4395.45407 hartree
- HOMO: -6.82 eV
- Frontier orbital gap: 7.31 eV

Question: Which value of DFT total energy does entry 1 give?
Answer: -2652.89539 hartree

Question: Which of these has the lowest molar mass?
Answer: C37H40AsNO3SZr